{
  "formula": "C28H33BeN2O",
  "method": "ωB97M-V with the def2-TZVPD basis set",
  "relative_energy_kj_mol": 390.1,
  "total_energy_ev": -34998.6421,
  "homo_ev": -3.34,
  "charge": -1,
  "lumo_energy_ev": 2.3,
  "elements": ["C", "C", "C", "H", "C", "C", "H", "C", "C", "C", "H", "C", "C", "H", "H", "H", "H", "H", "H", "Be", "C", "C", "C", "H", "H", "H", "H", "H", "H", "C", "C", "H", "H", "O", "N", "C", "H", "C", "C", "H", "C", "H", "C", "H", "C", "H", "C", "H", "H", "H", "C", "C", "C", "C", "C", "C", "N", "H", "H", "H", "H", "H", "H", "H", "H"],
  "coordinates": [[-1.6571, 0.5777, 1.2050], [-1.5765, 1.6889, 0.2881], [-2.0159, 1.2423, -1.0077], [-1.3141, 2.7155, 0.5400], [-2.4026, -0.1261, -0.8774], [-2.2223, -0.5084, 0.4835], [-2.8776, -0.7019, -1.6583], [0.9013, 1.1747, 3.4944], [0.6497, 2.5197, 3.1871], [1.0948, 2.7691, 1.8400], [0.1661, 3.2707, 3.8155], [1.5066, 1.5481, 1.3053], [1.4565, 0.4948, 2.3208], [-2.1111, 1.8740, -1.8843], [-2.5484, -1.4258, 0.9289], [-1.2472, 0.5648, 2.2843], [2.1971, -0.3351, 2.3922], [1.1008, 3.7266, 1.3120], [0.8298, 0.6963, 4.4747], [0.6481, -0.8980, 1.3580], [1.9648, 1.3187, -0.0847], [3.4001, 0.7824, 0.1787], [2.1587, 2.6334, -0.8620], [3.9185, 1.5636, 0.7732], [3.9946, 0.6189, -0.7273], [3.4469, -0.1298, 0.7954], [2.8709, 3.2904, -0.2997], [1.2001, 3.1718, -1.0152], [2.5801, 2.3825, -1.8579], [0.8559, 0.4196, -0.7995], [1.4420, -0.9491, -1.0557], [0.4100, 0.9852, -1.6637], [-0.1778, 0.1716, -0.2803], [1.6148, -1.6253, 0.0687], [1.6830, -1.3268, -2.3982], [0.3767, -1.5680, -3.1917], [2.4134, -2.0761, -2.4726], [-0.3106, -0.3563, -3.7882], [-1.6365, -0.4882, -4.2481], [-2.1250, -1.4610, -4.1285], [-2.3056, 0.5852, -4.8456], [-3.3220, 0.4267, -5.2092], [-1.6801, 1.8266, -4.9669], [-2.2290, 2.6547, -5.4238], [-0.3790, 1.9730, -4.4708], [0.0989, 2.9454, -4.5465], [0.3075, 0.8919, -3.8899], [1.3439, 1.0368, -3.5651], [-0.3563, -2.0171, -2.4712], [0.5605, -2.3496, -3.9611], [-1.6971, -0.4305, 4.3147], [-1.0678, -1.5648, 3.6527], [-1.3348, -2.8495, 4.1489], [-0.8024, -3.7995, 3.2506], [-0.2641, -3.0541, 2.1968], [0.2104, -3.5174, 0.9193], [-0.3679, -1.6849, 2.4660], [-1.1133, 0.4701, 4.4702], [-1.9533, -0.7828, 5.3169], [-2.6712, -0.1666, 3.8901], [-1.9226, -3.0413, 5.0272], [-0.8274, -4.8867, 3.2434], [1.2405, -3.1555, 0.7870], [0.2817, -4.6153, 0.8328], [-0.4076, -3.1205, 0.0885]],
  "atomic_forces_ev_per_a": [[0.5, 1.0, 0.4], [-0.9, -0.7, -0.5], [-0.3, -0.1, 1.7], [0.2, -0.4, -0.1], [0.1, 0.8, 0.5], [0.5, 0.5, -0.6], [0.0, -0.2, 0.0], [0.5, 0.4, -0.2], [0.5, -1.0, 0.1], [-0.1, -1.3, -0.1], [0.3, -0.4, 0.0], [0.2, 1.4, 1.3], [-0.4, 0.9, -0.5], [0.1, -0.1, 0.0], [0.1, -0.5, 0.0], [-1.1, 0.3, -2.3], [-0.1, 0.8, 0.3], [-0.4, -0.4, 0.2], [-0.1, 0.3, -0.4], [-1.4, 1.0, 1.7], [0.2, 0.2, 0.7], [0.5, -0.4, -0.2], [-0.1, 0.1, -0.2], [-0.3, -0.4, -0.4], [-0.1, -0.1, -0.2], [-0.1, 0.4, -0.4], [-0.6, -0.5, -0.6], [0.5, -0.3, 0.1], [-0.1, 0.3, 0.4], [-0.9, -0.9, -1.1], [-1.0, 0.6, 1.6], [1.0, -1.0, 0.8], [2.0, 0.7, 0.1], [0.5, 2.9, -4.1], [0.4, -1.1, 1.4], [-0.1, -0.6, 1.2], [-1.5, 0.6, 0.0], [0.0, 0.6, -0.3], [0.5, 0.0, 0.0], [0.0, 0.4, -0.1], [0.2, -0.5, 0.2], [0.3, 0.1, 0.1], [0.2, -0.3, 0.3], [0.3, -0.2, 0.2], [-0.3, -0.2, -0.1], [0.1, -0.2, 0.1], [-0.1, 0.2, -0.8], [-0.5, -0.2, -0.1], [0.5, 0.3, -0.6], [0.3, 0.6, 0.5], [-0.9, 1.1, 1.1], [0.4, -2.4, -0.2], [0.4, 0.5, -0.5], [0.3, 0.5, -1.2], [-1.4, 0.1, 2.9], [1.3, -1.1, -1.3], [0.7, -1.7, -1.0], [-0.1, 0.0, -0.3], [0.1, 0.0, 0.1], [0.2, 0.2, -0.3], [0.0, 0.0, 0.3], [-0.2, 0.3, 0.2], [-0.7, -1.1, -0.2], [-0.4, 0.3, 0.2], [0.3, -0.2, 0.2]]
}



{
  "formula": "C26H35BrCl2N2O4SeSiY",
  "method": "ωB97M-V with the def2-TZVPD basis set",
  "relative_energy_kj_mol": 68.8,
  "total_energy_ev": -208055.2879,
  "homo_ev": -10.29,
  "charge": 1,
  "lumo_energy_ev": -3.3,
  "elements": ["Y", "C", "O", "C", "C", "O", "C", "C", "O", "C", "H", "H", "H", "H", "H", "H", "H", "H", "H", "H", "H", "H", "H", "H", "Br", "C", "C", "C", "C", "O", "C", "C", "N", "C", "C", "C", "C", "C", "C", "C", "C", "N", "C", "C", "H", "H", "H", "H", "H", "H", "H", "H", "H", "H", "Cl", "C", "Cl", "H", "H", "C", "Si", "C", "C", "Se", "H", "H", "H", "H", "H", "H", "H", "H", "H"],
  "coordinates": [[0.1866, 0.0329, 0.0237], [1.1641, 0.9071, 3.2861], [0.6124, 1.4726, 2.0956], [0.7646, 2.8879, 2.0288], [0.1191, 3.3951, 0.7728], [0.6165, 2.6166, -0.3219], [0.0679, 3.0326, -1.5719], [0.7739, 2.2689, -2.6421], [0.5926, 0.8680, -2.4255], [0.9940, 0.1291, -3.5820], [0.7363, 1.3955, 4.1629], [2.2512, 1.0220, 3.2996], [0.9003, -0.1477, 3.2925], [1.8300, 3.1391, 2.0606], [0.2854, 3.3516, 2.8956], [0.3839, 4.4470, 0.6298], [-0.9643, 3.2840, 0.8174], [0.2463, 4.1014, -1.7217], [-1.0085, 2.8403, -1.5740], [1.8462, 2.4918, -2.6472], [0.3554, 2.5458, -3.6135], [0.3955, 0.4369, -4.4408], [0.8260, -0.9241, -3.3873], [2.0548, 0.2965, -3.7868], [-2.8499, -6.7752, -0.1238], [-2.0583, -5.1227, 0.3092], [-2.7031, -4.2523, 1.1905], [-2.1394, -3.0367, 1.5197], [-0.9233, -2.6324, 0.9578], [-0.3574, -1.4856, 1.3095], [-0.3014, -3.5026, 0.0409], [0.9067, -3.1432, -0.6564], [1.3250, -1.9367, -0.8240], [2.5647, -1.7245, -1.4886], [3.0679, -2.5196, -2.4794], [4.3366, -2.2610, -3.0465], [5.0904, -1.2153, -2.6047], [4.5815, -0.3537, -1.6024], [5.3197, 0.7415, -1.0922], [4.7698, 1.5401, -0.1384], [3.4505, 1.2776, 0.2789], [2.7284, 0.2794, -0.1663], [3.2986, -0.5791, -1.0752], [-0.8604, -4.7599, -0.2458], [-3.6507, -4.5436, 1.6251], [-2.6195, -2.3724, 2.2230], [1.4963, -3.9702, -1.0571], [2.4874, -3.3578, -2.8461], [4.7094, -2.9110, -3.8268], [6.0750, -1.0252, -3.0129], [6.3198, 0.9270, -1.4658], [5.3077, 2.3767, 0.2840], [2.9670, 1.9364, 0.9856], [-0.3540, -5.4252, -0.9349], [-3.7392, -3.1861, -2.2924], [-3.1998, -1.6309, -1.6867], [-1.4666, -1.3608, -2.0855], [-3.2649, -1.5966, -0.6072], [-3.7590, -0.8308, -2.1515], [-3.9599, 0.0010, 3.0251], [-3.4995, 1.4861, 2.0269], [-5.0270, 2.2837, 1.3574], [-2.5516, 2.6619, 3.1075], [-2.2451, 0.9696, 0.2629], [-4.7049, 0.2944, 3.7728], [-3.0995, -0.4106, 3.5570], [-4.4022, -0.7782, 2.4008], [-5.7115, 2.5954, 2.1523], [-5.5520, 1.5742, 0.7135], [-4.7709, 3.1588, 0.7569], [-3.0972, 2.8793, 4.0315], [-2.3728, 3.6108, 2.5948], [-1.5914, 2.2150, 3.3764]],
  "atomic_forces_ev_per_a": [[1.2, 1.0, -0.3], [0.0, 0.0, 0.0], [0.1, -0.3, -0.3], [0.1, 0.0, 0.2], [0.0, 0.0, -0.2], [0.0, -0.1, 0.2], [0.0, 0.2, 0.2], [0.1, -0.1, -0.2], [0.0, 0.0, 0.1], [0.0, 0.0, 0.0], [0.0, 0.0, 0.0], [0.0, 0.0, 0.0], [0.0, 0.0, 0.0], [0.0, 0.0, 0.0], [0.0, 0.0, 0.0], [0.0, 0.0, 0.0], [0.0, 0.0, 0.0], [0.0, 0.0, 0.0], [0.0, 0.0, 0.0], [0.0, 0.0, 0.0], [0.0, 0.0, 0.0], [0.0, 0.0, 0.0], [0.0, 0.0, 0.0], [0.0, 0.0, 0.0], [0.0, -0.1, 0.0], [0.0, 0.1, 0.1], [0.0, 0.1, 0.0], [-0.1, -0.1, 0.1], [0.3, 0.3, 0.4], [-0.3, -1.0, 0.3], [0.2, -0.1, -0.3], [0.0, -0.1, 0.2], [0.3, 0.0, -0.4], [-0.2, 0.0, 0.2], [0.1, -0.1, -0.2], [-0.1, -0.1, 0.0], [0.0, 0.1, 0.0], [0.2, 0.1, -0.1], [0.1, -0.1, -0.1], [-0.1, 0.1, 0.1], [0.0, 0.1, -0.1], [0.0, -0.3, 0.0], [-0.1, 0.1, 0.1], [0.1, 0.0, 0.0], [0.0, 0.0, 0.0], [0.0, 0.0, 0.0], [0.0, 0.0, 0.0], [0.0, 0.0, 0.0], [0.0, 0.0, 0.0], [0.0, 0.0, 0.0], [0.0, 0.0, 0.0], [0.0, 0.0, 0.0], [0.0, 0.0, 0.0], [0.0, 0.0, 0.0], [0.0, 0.0, 0.0], [0.1, -0.1, 0.1], [-0.2, -0.1, -0.3], [0.0, 0.0, 0.0], [0.0, 0.0, 0.0], [-0.1, -0.3, 0.3], [0.0, 0.1, 0.1], [-0.3, 0.1, -0.1], [0.1, 0.2, 0.3], [-1.3, 0.4, -0.7], [0.0, -0.1, 0.0], [0.0, -0.1, 0.0], [0.0, 0.0, 0.0], [0.0, 0.0, 0.0], [0.0, 0.1, 0.0], [0.0, 0.0, 0.0], [0.0, 0.0, -0.1], [0.0, 0.0, 0.1], [0.0, 0.0, 0.0]]
}



{
  "formula": "HNO2P2S",
  "method": "ωB97M-V with the def2-TZVPD basis set",
  "relative_energy_kj_mol": 414.6,
  "total_energy_ev": -35008.3621,
  "homo_ev": [-8.80, -8.03],
  "lumo_energy_ev": [-1.4, -1.4],
  "elements": ["N", "O", "O", "P", "P", "S", "H"],
  "coordinates": [[1.1248, -1.2531, -1.1028], [4.5035, 1.5723, -0.1852], [1.6484, -0.3270, 1.2472], [0.4099, -0.7412, 0.0923], [3.0754, -0.5483, 0.8635], [3.4062, 0.7862, -0.7186], [-0.2458, -0.2524, 1.1182]],
  "atomic_forces_ev_per_a": [[-1.2, -0.5, -1.4], [2.6, 1.6, 0.7], [-6.5, 0.2, 0.7], [4.2, 0.1, 0.6], [6.5, -0.7, -0.9], [-2.2, -1.4, -0.9], [-3.3, 0.7, 1.3]]
}



{
  "formula": "C5H9N",
  "method": "ωB97M-V with the def2-TZVPD basis set",
  "relative_energy_kj_mol": 603.1,
  "smiles": "C1C[C@H]2N[C@@H]2C1",
  "total_energy_ev": -6814.7447,
  "homo_ev": -8.60,
  "lumo_energy_ev": 1.2,
  "elements": ["C", "C", "C", "C", "C", "H", "H", "H", "H", "H", "H", "H", "H", "H", "N"],
  "coordinates": [[-1.1435, 0.9503, -0.3894], [-0.8150, 0.4499, 1.0420], [0.6083, -0.1132, 0.7433], [0.2852, -0.8259, -0.5103], [0.0644, 0.6043, -1.3802], [-2.0225, 0.6814, -0.7210], [-1.0283, 2.0828, -0.7041], [-0.8693, 1.2318, 1.8639], [-1.4869, -0.3630, 1.5257], [1.3307, 0.7609, 0.3896], [2.1043, -1.5251, 0.4371], [-0.5804, -1.3714, -0.3769], [-0.0795, 0.6070, -2.4794], [1.0092, 1.3095, -0.9528], [1.0894, -1.4009, 0.5693]],
  "atomic_forces_ev_per_a": [[5.0, 4.8, -0.9], [0.3, -0.1, 2.7], [-0.2, 3.4, -0.1], [1.9, 1.5, -1.7], [2.3, -1.5, 2.9], [-4.5, -1.7, -1.8], [-1.2, -1.4, 2.0], [0.3, -0.5, -1.2], [0.8, 1.1, -1.5], [-1.2, -2.0, 2.0], [-0.6, 0.5, 0.4], [-2.3, -0.6, -0.7], [-0.2, 0.0, 0.8], [-2.7, -1.7, -2.6], [2.2, -1.9, -0.3]]
}